[1]
# C22H21F3N2O4

C22H21F3N2O4 in the gas phase (the ωB97M-V functional and the def2-TZVPD basis, the Open Molecules 2025 dataset).

```
! RIJCOSX wB97M-V def2-TZVPD def2/J DEFGRID3
* xyz 0 1
O -1.40 -2.08 -2.07
C -1.50 -1.45 -1.04
N -0.96 -1.82 0.13
C 0.01 -2.90 0.23
C 1.40 -2.34 0.09
C 1.88 -1.99 -1.17
C 3.11 -1.38 -1.31
C 3.87 -1.12 -0.18
O 5.10 -0.48 -0.43
C 5.86 -0.07 0.56
F 6.92 0.56 0.06
F 5.25 0.79 1.39
F 6.33 -1.05 1.35
C 3.42 -1.46 1.08
C 2.18 -2.07 1.20
C -2.32 -0.15 -0.94
C -3.58 -0.38 -0.17
C -4.64 -1.23 -0.41
C -5.69 -1.24 0.50
C -5.67 -0.42 1.62
C -4.61 0.43 1.87
C -3.56 0.44 0.96
C -2.32 1.25 0.95
O -1.96 2.07 1.76
N -1.64 0.86 -0.16
C -0.39 1.45 -0.63
C -0.58 2.91 -1.04
C 0.76 3.48 -1.51
O 1.75 3.38 -0.52
C 1.97 2.05 -0.12
C 0.71 1.39 0.44
H -1.02 -1.19 0.92
H -0.21 -3.59 -0.59
H -0.12 -3.41 1.18
H 1.28 -2.20 -2.04
H 3.50 -1.11 -2.27
H 4.00 -1.27 1.97
H 1.83 -2.34 2.19
H -2.51 0.19 -1.97
H -4.65 -1.87 -1.28
H -6.53 -1.90 0.33
H -6.50 -0.45 2.31
H -4.58 1.07 2.73
H -0.07 0.86 -1.50
H -1.32 2.99 -1.84
H -0.94 3.47 -0.18
H 0.67 4.54 -1.74
H 1.08 2.94 -2.42
H 2.75 2.10 0.64
H 2.34 1.46 -0.98
H 0.93 0.36 0.72
H 0.37 1.94 1.32
*
```

The largest force on an atom is 1.71 eV Å⁻¹. The value obtained for the molar mass is 434.414 u. For the calculated total energy, the calculation gives -42479.54242 eV. For the relative energy (zero: lowest compared OMol25 entry of this formula, charge and spin), the calculation gives 0.0 kJ/mol.

---

[2]
# C22H21F9NO6PtSi

A molecular structure, C22H21F9NO6PtSi (the ωB97M-V functional and the def2-TZVPD basis, the Open Molecules 2025 dataset).

```
! RIJCOSX wB97M-V def2-TZVPD def2/J DEFGRID3
* xyz 1 5
Pt -0.68 1.45 -0.28
C 0.74 1.25 3.10
Si -0.90 1.44 2.24
C -1.79 3.00 2.71
C -1.95 -0.09 2.18
C -3.34 -0.02 2.12
C -4.10 -1.18 2.07
C -3.47 -2.42 2.08
C -2.09 -2.51 2.12
C -1.32 -1.35 2.17
H 0.56 0.82 4.09
H 1.22 2.22 3.23
H 1.41 0.59 2.56
H -1.99 2.94 3.79
H -2.74 3.14 2.20
H -1.16 3.87 2.54
H -3.84 0.94 2.11
H -5.18 -1.12 2.04
H -4.07 -3.32 2.05
H -1.61 -3.48 2.13
H -0.24 -1.42 2.20
C 0.42 0.54 -3.34
C -0.25 -0.53 -2.56
C -0.41 -1.90 -3.14
O -0.69 -0.35 -1.42
H 0.89 0.15 -4.24
H 1.17 1.03 -2.72
H -0.32 1.29 -3.61
H -0.42 -1.88 -4.22
H -1.29 -2.39 -2.73
H 0.47 -2.47 -2.82
O 2.58 -0.77 -1.44
C 2.56 -1.15 -0.23
O 1.69 -0.50 0.38
C 3.41 -2.21 0.32
C 4.01 -3.11 -0.54
C 4.81 -4.12 -0.03
C 4.98 -4.18 1.34
C 4.40 -3.28 2.22
C 3.60 -2.28 1.70
N 5.84 -5.26 1.90
O 5.94 -5.31 3.11
O 6.41 -5.96 1.11
H 3.86 -3.04 -1.61
H 5.30 -4.85 -0.66
H 4.58 -3.38 3.28
H 3.13 -1.56 2.35
F -1.31 5.12 -0.40
C -2.32 4.52 -1.02
F -2.99 3.80 -0.10
F -3.15 5.44 -1.49
C -1.79 3.55 -2.13
O -0.65 2.90 -1.71
C -2.92 2.55 -2.50
F -3.00 1.58 -1.54
F -4.11 3.10 -2.60
F -2.64 1.92 -3.64
C -1.40 4.38 -3.39
F -2.49 4.78 -4.06
F -0.70 5.45 -3.04
F -0.66 3.65 -4.22
*
```

The largest force on an atom is 0.47 eV Å⁻¹. The value obtained for the molar mass is 789.557 u. For the calculated total energy, the calculation gives -72499.39726 eV.

---

[3]
# C22H21N3

C22H21N3 in the gas phase (the ωB97M-V functional and the def2-TZVPD basis, the Open Molecules 2025 dataset).

```
! RIJCOSX wB97M-V def2-TZVPD def2/J DEFGRID3
* xyz 0 1
C -2.93 4.50 -2.45
C -1.92 3.56 -1.79
C -0.62 4.33 -1.63
C -2.48 3.10 -0.41
C -1.71 1.94 0.14
N -1.90 0.70 -0.29
C -0.87 -0.03 0.24
C -0.41 -1.40 0.07
C -1.10 -2.44 -0.72
C -0.99 -3.79 -0.31
C -1.69 -4.75 -1.02
C -2.40 -4.46 -2.18
C -2.56 -3.12 -2.56
C -1.94 -2.10 -1.81
C 0.79 -1.70 0.73
C 1.53 -0.77 1.51
C 2.87 -1.09 2.11
C 3.72 -0.03 2.50
C 5.00 -0.28 3.08
C 5.43 -1.59 3.17
C 4.62 -2.66 2.84
C 3.36 -2.40 2.33
N 1.06 0.49 1.68
C -0.05 0.79 1.03
N -0.65 2.04 1.02
H -2.58 4.78 -3.43
H -3.90 4.01 -2.60
H -3.08 5.41 -1.87
H -1.80 2.69 -2.47
H -0.34 4.84 -2.54
H 0.16 3.58 -1.39
H -0.70 5.08 -0.86
H -2.44 3.96 0.27
H -3.57 2.79 -0.52
H -0.46 -4.08 0.58
H -1.57 -5.77 -0.65
H -2.79 -5.26 -2.77
H -3.12 -2.87 -3.47
H -2.01 -1.07 -2.10
H 1.23 -2.66 0.60
H 3.46 0.99 2.38
H 5.59 0.60 3.38
H 6.40 -1.81 3.58
H 4.94 -3.66 3.08
H 2.70 -3.27 2.07
H -0.30 2.87 1.48
*
```

The largest force on an atom is 1.97 eV Å⁻¹. The value obtained for the molar mass is 327.431 u. For the calculated total energy, the calculation gives -27626.17591 eV. For the relative energy (zero: lowest compared OMol25 entry of this formula, charge and spin), the calculation gives 11.7 kJ/mol.

---

[4]
# C22H21N3O4S2

C22H21N3O4S2 in the gas phase (the ωB97M-V functional and the def2-TZVPD basis, the Open Molecules 2025 dataset).

```
! RIJCOSX wB97M-V def2-TZVPD def2/J DEFGRID3
* xyz 0 1
C -2.32 0.88 -5.75
C -2.04 0.12 -4.49
C -2.99 -0.75 -3.97
C -2.74 -1.45 -2.81
C -1.53 -1.30 -2.11
C -1.35 -2.05 -0.90
C -0.33 -2.05 -0.02
S 1.15 -1.11 -0.04
C 1.64 -1.73 1.54
S 3.02 -1.30 2.28
N 0.71 -2.59 2.01
C 0.82 -3.21 3.32
C 0.60 -2.21 4.46
C -0.74 -1.48 4.38
C -0.82 -0.56 3.18
O -1.58 -0.71 2.24
N 0.02 0.51 3.22
N 0.13 1.29 2.07
C 1.28 1.96 1.84
O 2.11 2.06 2.75
C 1.46 2.54 0.50
C 0.47 2.50 -0.49
C 0.70 3.01 -1.74
C 1.93 3.58 -2.04
C 2.92 3.64 -1.09
C 2.71 3.13 0.19
O 3.70 3.23 1.08
C -0.38 -2.87 1.19
O -1.22 -3.70 1.46
C -0.58 -0.42 -2.64
C -0.83 0.27 -3.81
H -2.76 0.23 -6.50
H -1.41 1.32 -6.15
H -3.02 1.69 -5.55
H -3.93 -0.88 -4.48
H -3.49 -2.12 -2.42
H -2.16 -2.72 -0.63
H 1.81 -3.66 3.41
H 0.05 -3.99 3.34
H 0.64 -2.78 5.40
H 1.43 -1.50 4.47
H -0.89 -0.89 5.29
H -1.55 -2.20 4.29
H 0.79 0.64 3.87
H -0.52 0.99 1.36
H -0.50 2.07 -0.27
H -0.08 2.98 -2.48
H 2.11 3.98 -3.03
H 3.88 4.08 -1.30
H 3.40 2.82 1.93
H 0.36 -0.28 -2.15
H -0.08 0.94 -4.21
*
```

The largest force on an atom is 1.15 eV Å⁻¹. The value obtained for the molar mass is 455.561 u. For the calculated total energy, the calculation gives -57487.13660 eV. For the relative energy (zero: lowest compared OMol25 entry of this formula, charge and spin), the calculation gives 0.0 kJ/mol.

---

Copy entry 3 word for word.
# C22H21N3

C22H21N3 in the gas phase (the ωB97M-V functional and the def2-TZVPD basis, the Open Molecules 2025 dataset).

```
! RIJCOSX wB97M-V def2-TZVPD def2/J DEFGRID3
* xyz 0 1
C -2.93 4.50 -2.45
C -1.92 3.56 -1.79
C -0.62 4.33 -1.63
C -2.48 3.10 -0.41
C -1.71 1.94 0.14
N -1.90 0.70 -0.29
C -0.87 -0.03 0.24
C -0.41 -1.40 0.07
C -1.10 -2.44 -0.72
C -0.99 -3.79 -0.31
C -1.69 -4.75 -1.02
C -2.40 -4.46 -2.18
C -2.56 -3.12 -2.56
C -1.94 -2.10 -1.81
C 0.79 -1.70 0.73
C 1.53 -0.77 1.51
C 2.87 -1.09 2.11
C 3.72 -0.03 2.50
C 5.00 -0.28 3.08
C 5.43 -1.59 3.17
C 4.62 -2.66 2.84
C 3.36 -2.40 2.33
N 1.06 0.49 1.68
C -0.05 0.79 1.03
N -0.65 2.04 1.02
H -2.58 4.78 -3.43
H -3.90 4.01 -2.60
H -3.08 5.41 -1.87
H -1.80 2.69 -2.47
H -0.34 4.84 -2.54
H 0.16 3.58 -1.39
H -0.70 5.08 -0.86
H -2.44 3.96 0.27
H -3.57 2.79 -0.52
H -0.46 -4.08 0.58
H -1.57 -5.77 -0.65
H -2.79 -5.26 -2.77
H -3.12 -2.87 -3.47
H -2.01 -1.07 -2.10
H 1.23 -2.66 0.60
H 3.46 0.99 2.38
H 5.59 0.60 3.38
H 6.40 -1.81 3.58
H 4.94 -3.66 3.08
H 2.70 -3.27 2.07
H -0.30 2.87 1.48
*
```

The largest force on an atom is 1.97 eV Å⁻¹. The value obtained for the molar mass is 327.431 u. For the calculated total energy, the calculation gives -27626.17591 eV. For the relative energy (zero: lowest compared OMol25 entry of this formula, charge and spin), the calculation gives 11.7 kJ/mol.

---

Which of these has the lowest calculated total energy? C22H21F9NO6PtSi

---

Among the records above, which one has the lowest largest force on an atom? C22H21F9NO6PtSi